1.
Here is a cluster of 10 separate species, C44H60NO22 in total in a non-equilibrium geometry from OMol25. Energies are from ωB97M-V with the def2-TZVPD basis set.

The geometry in XYZ format:
```
127
Properties=species:S:1:pos:R:3:forces:R:3
C -0.7526 -1.2013 -0.7755 5.501 -2.745 -0.993
N 0.1104 -0.0493 -0.5735 0.211 2.188 -0.912
C 0.0964 0.7177 -1.8635 -1.008 4.024 -2.638
C -0.3516 0.8667 0.5105 0.937 -3.312 2.137
C 1.5514 -0.4923 -0.2615 1.322 0.407 0.250
C 2.6064 0.6077 0.0445 0.611 1.842 -0.290
O 3.9254 -0.0403 0.0935 -1.658 0.796 1.393
H -1.6766 -1.1673 -1.0675 -5.344 2.294 -2.326
H -0.9376 -1.6823 0.1195 0.771 -1.510 2.175
H -0.2706 -1.8613 -1.5895 -0.430 0.721 1.713
H 0.5434 0.1107 -2.6435 0.262 -0.174 0.117
H 0.6374 1.8227 -1.8845 -1.026 -3.148 0.784
H -0.9886 1.0567 -2.3445 2.338 -1.405 2.133
H -1.3016 1.2627 0.4095 -2.349 -0.112 -0.492
H 0.2124 1.7047 0.5135 2.291 2.538 -0.178
H -0.1346 0.3517 1.4975 -0.732 0.531 -1.114
H 2.0384 -0.9853 -1.0945 -0.866 -0.607 -0.471
H 1.5934 -1.1563 0.6295 -0.671 0.313 -0.675
H 2.3184 1.1077 0.9865 0.539 -0.340 -0.052
H 2.7624 1.5047 -0.6705 -0.914 -1.680 0.564
H 4.2594 0.2187 0.9835 0.208 -0.467 -0.917
C 1.8894 -0.0963 5.8395 4.131 -3.750 -6.472
C 1.7414 -0.9453 4.5255 3.547 3.763 5.314
C 0.4404 -1.1393 4.0265 -3.838 1.513 1.413
O 0.1904 -1.7663 3.0405 0.883 -2.119 -3.257
C -0.7086 -0.5813 4.6735 4.351 3.110 9.348
C -0.5846 -0.0983 6.1645 -1.705 -1.618 -5.010
C 0.8244 0.4097 6.5785 -2.860 2.558 5.515
O 0.8654 1.1827 7.6485 0.299 -3.352 -5.051
O -1.6286 0.0017 7.0675 4.421 1.728 -0.740
O 2.7294 -1.4363 3.7095 -1.505 0.951 2.442
H 3.0074 0.0807 6.0155 -2.068 0.089 0.345
H -1.5896 -0.7753 4.2995 -4.542 -1.099 -1.821
H -2.3866 -0.5223 6.9515 -1.363 -1.297 -1.100
H 2.1834 -2.0773 3.2285 0.243 -0.381 -1.029
C -1.6656 -5.4053 -3.1125 -0.695 -3.161 -2.590
C -2.0616 -6.6313 -3.9045 4.572 3.425 1.879
C -3.4456 -7.0993 -3.9085 -2.488 1.484 0.202
O -3.7776 -8.0073 -4.6215 0.271 -1.456 -0.805
C -4.4956 -6.3743 -3.1565 4.457 5.568 3.693
C -3.9976 -5.1113 -2.2685 -2.837 -6.260 -4.304
C -2.6276 -4.5403 -2.3925 0.378 -1.042 0.848
O -2.3676 -3.5223 -1.7475 0.036 -0.962 -1.142
O -4.7736 -4.5523 -1.3815 -2.371 0.303 -0.114
O -1.0776 -7.3923 -4.5775 -1.509 2.050 1.477
H -0.6356 -5.0283 -3.0165 -0.407 -0.606 -0.510
H -5.4806 -6.7753 -3.1135 -0.558 -0.067 0.140
H -5.7376 -4.8323 -1.5375 1.938 0.490 0.634
H -1.3806 -7.9613 -5.3125 -0.767 0.341 0.751
C -3.7146 -0.3163 1.8845 -3.786 -5.420 -2.984
C -4.3536 -1.5683 1.3535 4.059 1.798 0.611
C -5.6816 -1.5423 0.7625 -3.216 -2.233 0.817
O -6.2376 -2.6503 0.4175 1.889 3.750 0.403
C -6.4486 -0.2993 0.9105 2.216 4.010 1.677
C -5.8776 0.9927 1.4995 -2.444 -6.918 -4.226
C -4.4716 0.9717 1.7945 5.311 -0.857 2.313
O -3.7916 1.9747 2.0975 -2.192 -0.369 -0.737
O -6.4756 2.1287 1.4595 0.590 2.726 2.856
O -3.7096 -2.7973 1.2385 -1.572 0.939 -1.848
H -2.6756 -0.5183 2.0495 0.437 0.969 0.546
H -7.4576 -0.4263 0.5885 -0.649 0.573 -0.065
H -5.9276 2.7047 2.1575 -1.444 -0.985 -2.224
H -4.1476 -3.3653 0.4335 0.928 2.008 2.710
C 3.9994 -2.0893 -4.8795 2.466 1.977 -6.162
C 4.9704 -2.5753 -5.9505 -3.393 2.146 5.669
C 5.5914 -3.8593 -5.6395 1.962 -1.698 -0.735
O 6.5814 -4.2483 -6.2685 -1.033 0.773 0.362
C 5.0394 -4.6983 -4.5955 -4.670 -0.793 3.582
C 3.8794 -4.2763 -3.7845 1.626 -1.506 -0.803
C 3.3634 -2.8413 -3.8005 1.874 -0.617 -3.092
O 2.4834 -2.3313 -3.1805 -1.124 -0.228 1.691
O 3.1144 -5.1283 -2.9555 -2.034 8.103 -1.352
O 5.5054 -1.7983 -6.8685 -15.922 6.060 6.355
H 3.5564 -1.0223 -5.1615 1.011 -2.371 1.082
H 5.3374 -5.8083 -4.5325 -0.256 2.041 -0.233
H 3.6194 -5.8143 -3.0285 4.116 -7.610 0.030
H 6.1934 -2.0543 -7.1495 15.280 -6.202 -6.332
C 4.0524 4.1817 -2.1935 2.867 -3.746 3.361
C 4.7744 4.0687 -0.7915 -6.297 2.202 2.682
O 3.9944 4.4017 0.2355 4.465 -1.967 -4.497
C 6.1624 3.6767 -0.6725 1.938 0.234 0.579
H 4.8194 4.4377 -2.8215 1.622 0.287 -2.319
H 3.3784 4.9087 -2.1395 -3.087 2.741 0.261
H 3.6494 3.1727 -2.3515 0.003 0.382 -0.450
H 6.9534 4.3197 -1.0705 -0.678 1.205 0.220
H 6.6494 2.8367 -1.0835 -0.987 -1.963 -1.586
H 6.4054 3.4347 0.3205 0.124 0.491 1.814
C -0.6646 4.1427 2.7585 3.641 2.942 4.043
C 0.1344 3.2687 3.7945 1.033 -1.596 -3.868
O 0.7424 2.2367 3.4005 -1.830 2.400 1.232
C 0.3624 3.8537 5.1305 -0.900 -5.937 2.357
H -0.1826 4.3967 1.8415 1.194 -0.113 -0.450
H -0.8046 5.1297 3.3455 -0.295 -1.376 -1.248
H -1.5216 3.7697 2.4395 -4.236 -1.991 -0.802
H 1.0384 4.5887 5.0485 1.818 3.470 -0.084
H 0.9764 3.0117 5.6205 -0.659 1.207 -0.413
H -0.4846 3.9017 5.8455 0.267 0.860 -0.907
C 6.9694 0.7037 4.9015 1.822 0.429 -3.402
C 6.2744 1.2627 3.6565 0.184 -1.989 -3.560
O 6.4604 0.7787 2.5115 -0.031 0.655 2.759
C 5.3484 2.3797 3.7725 -3.904 1.836 0.061
H 7.4734 1.6237 5.2255 0.410 -0.549 0.572
H 7.6804 -0.0563 4.4125 -0.808 1.091 1.367
H 6.3754 0.2967 5.6695 -0.898 -0.382 0.749
H 5.7174 3.3777 3.9705 0.860 -0.010 0.454
H 4.7044 2.1237 4.6405 0.206 0.405 -0.147
H 4.5564 2.6767 2.9385 1.975 -1.474 1.036
C -5.4356 1.5147 -2.9815 -0.077 2.786 -0.370
C -4.6906 0.3717 -2.3625 0.141 2.045 0.403
O -3.5976 0.5517 -1.8295 -1.192 -1.027 -0.507
C -5.4386 -0.9203 -2.4195 -0.763 -0.975 -1.556
H -4.9126 2.4767 -3.2695 0.530 -1.398 0.635
H -6.1906 1.9847 -2.2895 0.135 -1.228 -0.636
H -5.8226 1.2257 -3.9475 -0.905 -0.337 0.038
H -4.7426 -1.5923 -2.0205 0.711 -1.655 0.645
H -5.7326 -1.2793 -3.4625 0.919 0.838 0.905
H -6.4236 -1.0633 -1.9445 0.542 0.868 0.422
C -3.6876 4.6917 -0.2025 -3.555 2.091 -3.803
C -2.5166 4.2567 -1.1245 1.767 -2.561 1.037
O -1.5096 3.6257 -0.6915 -2.971 2.007 -0.542
C -2.6196 4.5007 -2.5985 0.471 -4.141 -0.302
H -4.7016 4.1317 -0.2975 2.052 -0.046 -0.303
H -4.2606 5.7907 -0.5585 2.416 -2.699 1.181
H -3.4616 4.6397 0.7995 0.789 0.301 2.185
H -2.9136 5.4537 -2.6515 0.193 4.511 -0.812
H -3.6976 4.1747 -2.9215 2.191 -0.696 0.130
H -1.5986 4.1207 -3.1695 -3.247 1.151 1.258
```
Forces are in eV/Å.

Properties
HOMO-LUMO gap = 6.4 eV
Charge = +1
Relative energy (zero: lowest compared OMol25 entry of this formula, charge and spin) = 179.8 kJ/mol
Strongest force on any atom = 0.3536 Eh/bohr
2S+1 = 1
Highest occupied orbital energy = -10.810 eV
LUMO level = -0.1608 hartree
Total energy = -93106.47959 eV

Atom charges from the Mulliken analysis, given in e for atoms 1 to 4: -2.083 1.729 -0.550 -1.796



2.
Here is the molecule C5H8OS in a non-equilibrium geometry from OMol25. Energies are from ωB97M-V with the def2-TZVPD basis set.

The geometry in XYZ format:
```
15
Properties=species:S:1:pos:R:3:forces:R:3
C 0.9092 -0.5412 -0.4533 2.241 -3.076 1.250
C 0.8059 0.5241 -1.3192 -3.315 2.877 0.171
C -1.0015 0.0097 1.3542 1.644 -0.042 0.017
C 1.6058 0.4987 -2.5755 1.893 1.921 1.397
C -1.6255 -0.1554 2.6475 -3.245 -2.083 -2.000
O -0.0945 1.4307 -1.1835 1.671 -1.689 -0.022
S 0.1567 -1.0753 0.9382 -0.890 2.380 -0.489
H 1.7886 -1.2205 -0.4870 -0.637 0.448 -0.735
H -1.2466 0.8747 0.7626 0.315 -0.005 -0.547
H 2.1848 1.4693 -2.6341 -1.325 -0.422 -0.328
H 0.8100 0.4213 -3.3207 1.045 -0.515 -0.604
H 2.4984 -0.1197 -2.3882 -0.901 -0.993 -1.154
H -2.7418 -0.2741 2.2833 1.573 -0.330 1.517
H -1.6461 0.6236 3.3143 0.254 2.394 1.181
H -1.2007 -0.9877 3.1688 -0.322 -0.867 0.344
```
Forces are in eV/Å.

Properties
HOMO-LUMO gap (spin up / spin down) = 7.3 / 7.3 eV
Relative energy (zero: lowest compared OMol25 entry of this formula, charge and spin) = 289.3 kJ/mol
Strongest force on any atom = 0.0854 Eh/bohr
2S+1 = 1
Highest occupied orbital energy (spin up / spin down) = -7.832 / -7.832 eV
LUMO level (spin up / spin down) = -0.0200 / -0.0200 hartree
Total energy = -18194.30426 eV

Atom charges from the natural (NBO) analysis, given in e for atoms 1 to 4: -0.699 0.457 -0.375 -0.703